This record from the OMol25 dataset describes a cluster of 2 separate species, Br2HOP in total. The level of theory is ωB97M-V/def2-TZVPD.

```
! RIJCOSX wB97M-V def2-TZVPD def2/J DEFGRID3
* xyz 0 1
O -0.703 -1.428 0.088
P 0.974 0.382 -0.386
Br 0.196 1.323 1.332
Br -0.133 1.286 -2.006
H -0.334 -1.563 0.972
*
```

- HOMO-LUMO gap (spin up / spin down): 7.932 / 8.109 eV
- Highest occupied orbital energy (spin up / spin down): -9.69 / -9.89 eV
- LUMO energy (spin up / spin down): -1.8 / -1.8 eV
- E_tot: -5565.17127 Eh

In the Mulliken picture, each atom carries the following charge in e: O -0.674; P 0.425; Br -0.005; Br -0.027; H 0.281